[1]
This record from the OMol25 dataset describes C2H4N2OS in the gas phase in a non-equilibrium geometry. The level of theory is ωB97M-V with the def2-TZVPD basis set.

Cartesian coordinates (Å):
1 S -3.03934 -0.89539 -1.18424
2 O -0.46005 -0.61304 -0.92980
3 N 0.55907 -0.44617 0.02670
4 N 1.66912 1.56787 0.80862
5 C -1.62321 -0.98156 -0.41477
6 C 0.70670 0.90945 0.41897
7 H -1.51057 -1.27642 0.64319
8 H 2.57944 1.13766 0.74388
9 H 1.41068 -0.81202 -0.45808
10 H -0.29184 1.40961 0.34554

LUMO	0.105	eV
E_HOMO	-9.23	eV
energy relative to the best compared isomer or geometry (same formula, charge and spin)	86.0	kcal per mole
Kohn-Sham gap	9.3	eV
total charge	0
multiplicity	1

[2]
This record from the OMol25 dataset describes 2 unconnected molecules or ions with the total composition C4H12 in a non-equilibrium geometry. The level of theory is ωB97M-V with the def2-TZVPD basis set.

Cartesian coordinates (Å):
1 C 0.20733 2.54657 -0.72475
2 C -0.99554 2.14251 0.17932
3 C 0.13106 -1.59750 0.24878
4 C 0.56358 -3.07165 0.07411
5 H 0.95672 3.05294 -0.10985
6 H 0.52320 -3.44628 -0.94198
7 H 0.77710 1.63817 -1.09872
8 H 1.52085 -3.14725 0.55371
9 H 0.51292 -1.19522 1.12931
10 H 0.34727 -0.99651 -0.49186
11 H -1.52262 1.22841 0.02876
12 H -0.94634 -1.38645 0.29904
13 H 0.10443 -3.70918 0.78523
14 H -1.60736 2.97059 0.42107
15 H -0.58735 1.72862 1.15341
16 H 0.01474 3.24223 -1.50559

LUMO	1.123	eV
E_HOMO	-11.26	eV
energy relative to the best compared isomer or geometry (same formula, charge and spin)	26.9	kcal per mole
Kohn-Sham gap	12.4	eV
total charge	0
multiplicity	1

[3]
This record from the OMol25 dataset describes CH2N2O3 in the gas phase in a non-equilibrium geometry. The level of theory is ωB97M-V with the def2-TZVPD basis set.

Cartesian coordinates (Å):
1 O -2.03777 -0.49141 -1.18209
2 O -1.46297 -0.63014 0.88951
3 O 0.31335 1.31828 -0.16969
4 N -1.23913 -0.48323 -0.27750
5 N 0.10702 -0.27565 -0.66600
6 C 1.07914 0.25464 0.28095
7 H 1.04401 0.05518 1.35629
8 H 2.19635 0.25232 -0.23148

LUMO	-1.440	eV
E_HOMO	-11.38	eV
energy relative to the best compared isomer or geometry (same formula, charge and spin)	123.9	kcal per mole
Kohn-Sham gap	9.9	eV
total charge	0
multiplicity	1

[4]
This record from the OMol25 dataset describes C11H14OSi in the gas phase in a non-equilibrium geometry. The level of theory is ωB97M-V with the def2-TZVPD basis set.

Cartesian coordinates (Å):
1 Si 0.27931 1.46209 -0.55615
2 O -0.86850 1.48954 -1.81885
3 C -0.97084 -3.42602 -0.31837
4 C 1.27646 -0.43088 0.03405
5 C -1.34638 -3.63952 1.04354
6 C 1.67264 2.52533 -1.23896
7 C -0.00660 -1.70763 1.74966
8 C -0.17961 -2.29999 -0.58162
9 C -1.35015 2.94456 1.21069
10 C 0.35521 -1.47305 0.37042
11 C -0.45199 1.96751 1.14050
12 C -0.81565 -2.75367 2.04369
13 C 1.75734 2.72823 -2.58918
14 H -1.00055 -2.59742 3.15079
15 H -1.97350 3.12677 2.01640
16 H 0.10804 -2.24065 -1.64384
17 H -1.70836 1.21619 -1.94123
18 H 1.85368 -0.59559 -0.77905
19 H 1.85609 -0.24545 0.85717
20 H 1.05456 2.47030 -3.35254
21 H 0.31735 -1.08800 2.57416
22 H 2.48271 2.79614 -0.55591
23 H -0.27688 1.39456 1.95935
24 H -1.27786 -3.93592 -1.16539
25 H -1.83998 -4.56667 1.21237
26 H 2.55077 3.32912 -3.07388
27 H -1.49732 3.55011 0.25219

LUMO	0.667	eV
E_HOMO	-7.95	eV
energy relative to the best compared isomer or geometry (same formula, charge and spin)	37.3	kcal per mole
Kohn-Sham gap	8.6	eV
total charge	0
multiplicity	1

[5]
This record from the OMol25 dataset describes 2 unconnected molecules or ions with the total composition C26H50BrFN3O9 in a non-equilibrium geometry. The level of theory is ωB97M-V with the def2-TZVPD basis set.

Cartesian coordinates (Å):
1 Br 0.97226 2.36471 -1.14888
2 F 2.98753 -2.80852 -0.50386
3 O 7.97025 2.03886 -1.77012
4 O 3.72836 -0.33821 1.31877
5 O -0.18509 -0.44601 5.02278
6 O -2.18383 -1.24002 5.68593
7 O 2.55752 -0.27659 -1.29232
8 O -0.45689 -1.14207 7.12595
9 O -1.79020 -0.46335 -0.46526
10 O 2.01145 -3.82730 -2.26039
11 O 5.16013 0.92624 0.01717
12 N -0.91184 0.61222 -0.24662
13 N 1.50954 -0.66088 0.66850
14 N -1.00942 4.68081 -4.86322
15 C 0.23528 -0.64339 1.44896
16 C -1.10207 2.35778 -4.06119
17 C -4.24425 -2.26605 0.55989
18 C 6.56424 0.82760 -0.21461
19 C 0.19300 0.54472 -1.19403
20 C -4.49346 -0.12283 2.00563
21 C 0.94767 -0.92270 6.96449
22 C -3.14380 -0.10220 -0.15345
23 C 2.76257 -0.09005 -2.69057
24 C -1.54649 3.78297 -3.81532
25 C 4.80147 0.57015 1.31052
26 C 4.18908 -0.53401 -3.00799
27 C -3.64186 -0.93086 1.03627
28 C -0.42696 0.38756 -2.57721
29 C 0.99739 -0.04511 5.73018
30 C 1.27306 -0.52556 -0.84329
31 C -5.74270 -2.30313 0.23878
32 C -6.25049 -1.14618 -0.63596
33 C -1.51486 1.42751 -2.90392
34 C -1.05901 -0.97438 5.93103
35 C 6.86578 1.16347 -1.66334
36 C -0.49393 0.63333 1.13811
37 C 1.99579 -2.92415 -1.41961
38 C 2.49005 0.30443 1.24022
39 C 0.85818 -1.93557 -1.31810
40 C -6.59307 -2.52673 1.50483
41 H -5.48208 0.11359 1.64706
42 H 0.38550 -1.92616 -2.28190
43 H -3.18971 0.95143 0.09121
44 H -6.18464 -1.40385 -1.68574
45 H -5.89069 -3.19791 -0.35153
46 H 0.92199 1.01748 5.96672
47 H 5.99440 1.61331 -2.12604
48 H -2.62443 3.85523 -3.73726
49 H 5.63212 0.10090 1.82379
50 H -1.77279 5.24746 -5.20578
51 H 7.67183 2.93240 -1.92616
52 H 7.15174 1.47728 0.42692
53 H -1.47758 1.99777 -5.01166
54 H -6.75040 -3.59168 1.61528
55 H -0.87657 -0.58492 -2.71212
56 H 0.44267 -0.66702 2.51108
57 H -6.07714 -2.22024 2.40093
58 H -1.11271 4.08307 -2.86654
59 H 0.30963 0.48007 -3.35697
60 H -7.56459 -2.06368 1.41659
61 H -4.60241 -0.69648 2.91637
62 H -2.74018 -1.18889 1.58171
63 H 2.18454 0.55687 2.24971
64 H 2.57205 1.22295 0.67698
65 H -3.96671 0.77572 2.30275
66 H -5.78437 -0.19312 -0.43943
67 H 4.15481 -1.54717 -3.38324
68 H 2.08168 -0.65859 -3.31257
69 H -0.38488 5.34240 -4.42778
70 H -1.36301 0.66151 1.78056
71 H -2.41397 0.92378 -3.22602
72 H 6.86780 -0.19748 -0.01502
73 H -1.73840 2.06673 -2.06124
74 H -4.02523 -3.05120 1.27634
75 H 1.36468 -0.44497 7.84620
76 H 4.66196 0.12420 -3.71672
77 H -0.02314 2.40810 -4.15156
78 H 7.10666 0.26603 -2.21350
79 H -3.75893 -0.24930 -1.03056
80 H 4.74188 -0.58324 -2.08230
81 H -0.36000 -1.51915 1.25897
82 H -3.71687 -2.52576 -0.35467
83 H 0.13455 -2.37641 -0.64017
84 H 1.43838 -1.88552 6.81402
85 H 0.08228 1.51444 1.37612
86 H 1.93002 -1.57468 0.85561
87 H 2.65840 0.94809 -2.97625
88 H 1.88581 -0.21464 5.12467
89 H -7.30435 -1.01354 -0.43232
90 H 4.53003 1.46825 1.86672

LUMO	-2.319	eV
E_HOMO	-11.45	eV
energy relative to the best compared isomer or geometry (same formula, charge and spin)	0.0	kcal per mole
Kohn-Sham gap	9.1	eV
total charge	+1
multiplicity	1

[6]
This record from the OMol25 dataset describes C3H6N4O5 in the gas phase in a non-equilibrium geometry. The level of theory is ωB97M-V with the def2-TZVPD basis set.

Cartesian coordinates (Å):
1 O 2.72792 -1.70792 -0.87880
2 O -3.08617 -1.10062 -0.86806
3 O -2.70380 1.01343 -0.97728
4 O 0.29518 -1.85965 0.74427
5 O 2.38630 -0.01473 0.41410
6 N -1.14492 -0.25762 -0.14599
7 N 2.04152 -0.54745 -0.57998
8 N 1.20028 -0.18747 -1.41428
9 N -2.43515 -0.12317 -0.70867
10 C 0.53684 1.10142 -1.10822
11 C -0.32961 0.90128 0.16174
12 C -0.64680 -1.54347 0.05841
13 H -0.91475 1.82170 0.49885
14 H 3.64660 -1.63592 -0.63413
15 H -1.43825 -2.33818 -0.29213
16 H 0.32954 0.57312 0.97900
17 H -0.12881 1.35043 -1.93208
18 H 1.43491 1.78150 -0.91074

LUMO (alpha / beta)	-0.626 / -4.962	eV
E_HOMO (alpha / beta)	-5.25 / -10.27	eV
Kohn-Sham gap (alpha / beta)	4.6 / 5.3	eV
total charge	0
multiplicity	3

[7]
This record from the OMol25 dataset describes 2 unconnected molecules or ions with the total composition C4H10O3. The level of theory is ωB97M-V with the def2-TZVPD basis set.

Cartesian coordinates (Å):
1 O -0.45253 0.30370 -1.20008
2 O 1.60789 2.57783 -0.61926
3 O -0.36180 -2.45386 -1.55284
4 C -0.45271 0.77158 0.10472
5 C -1.42726 0.03108 1.04108
6 C 0.98000 0.63148 0.69848
7 C 1.90805 1.56416 -0.10480
8 H -2.09528 0.76936 1.48727
9 H 0.00862 -3.20318 -1.07606
10 H -0.51606 -0.67735 -1.18551
11 H -0.65582 1.84004 0.05903
12 H -2.00178 -0.69964 0.47340
13 H -0.91220 -0.41781 1.88475
14 H 2.95815 1.20724 -0.18437
15 H 1.35199 -0.38166 0.55200
16 H -1.07299 -2.80349 -2.11565
17 H 1.13371 0.94052 1.73784

LUMO (alpha / beta)	-4.523 / -9.200	eV
E_HOMO (alpha / beta)	-15.70 / -14.81	eV
energy relative to the best compared isomer or geometry (same formula, charge and spin)	15.4	kcal per mole
Kohn-Sham gap (alpha / beta)	11.2 / 5.6	eV
total charge	+1
multiplicity	2

[8]
This record from the OMol25 dataset describes a molecular structure, C5H10O. The level of theory is ωB97M-V with the def2-TZVPD basis set.

Cartesian coordinates (Å):
1 O 1.91739 -1.44704 -0.07099
2 C -1.59383 0.00719 -0.03924
3 C 0.95933 -0.74121 0.71529
4 C -0.43642 0.61146 0.64501
5 C -0.40541 -0.79250 -0.49412
6 C 0.11710 1.80385 -0.10660
7 H 0.03351 1.77772 -1.20716
8 H -0.53008 -1.86453 -0.34056
9 H 1.16004 2.02609 0.15024
10 H -0.01390 -0.54299 -1.47843
11 H -0.48589 2.65702 0.23154
12 H 0.60030 -1.34204 1.55532
13 H 1.53204 -2.27969 -0.37173
14 H 1.57310 0.07496 1.09351
15 H -2.07223 0.59083 -0.83043
16 H -2.31553 -0.53772 0.57173

LUMO	0.817	eV
E_HOMO	-7.71	eV
energy relative to the best compared isomer or geometry (same formula, charge and spin)	122.7	kcal per mole
Kohn-Sham gap	8.5	eV
total charge	0
multiplicity	1

What did the fourth record say?
This record from the OMol25 dataset describes C11H14OSi in the gas phase in a non-equilibrium geometry. The level of theory is ωB97M-V with the def2-TZVPD basis set.

Cartesian coordinates (Å):
1 Si 0.27931 1.46209 -0.55615
2 O -0.86850 1.48954 -1.81885
3 C -0.97084 -3.42602 -0.31837
4 C 1.27646 -0.43088 0.03405
5 C -1.34638 -3.63952 1.04354
6 C 1.67264 2.52533 -1.23896
7 C -0.00660 -1.70763 1.74966
8 C -0.17961 -2.29999 -0.58162
9 C -1.35015 2.94456 1.21069
10 C 0.35521 -1.47305 0.37042
11 C -0.45199 1.96751 1.14050
12 C -0.81565 -2.75367 2.04369
13 C 1.75734 2.72823 -2.58918
14 H -1.00055 -2.59742 3.15079
15 H -1.97350 3.12677 2.01640
16 H 0.10804 -2.24065 -1.64384
17 H -1.70836 1.21619 -1.94123
18 H 1.85368 -0.59559 -0.77905
19 H 1.85609 -0.24545 0.85717
20 H 1.05456 2.47030 -3.35254
21 H 0.31735 -1.08800 2.57416
22 H 2.48271 2.79614 -0.55591
23 H -0.27688 1.39456 1.95935
24 H -1.27786 -3.93592 -1.16539
25 H -1.83998 -4.56667 1.21237
26 H 2.55077 3.32912 -3.07388
27 H -1.49732 3.55011 0.25219

LUMO	0.667	eV
E_HOMO	-7.95	eV
energy relative to the best compared isomer or geometry (same formula, charge and spin)	37.3	kcal per mole
Kohn-Sham gap	8.6	eV
total charge	0
multiplicity	1

Question: Number 8 is which compound?
Answer: C5H10O